108
Properties=species:S:1:pos:R:3:mulliken_charge:R:1 method="wB97M-V/def2-TZVPD" e_homo_ev=-7.5 orbital_gap_ev=6.9 total_charge=0 e_above_lowest_kj_mol=2.3 total_energy_ev=-134557.55230
Pt -0.439 -0.567 0.809 3.71
C -4.173 1.126 2.464 -0.55
O -3.924 0.433 1.219 -0.31
C -3.015 1.196 0.567 -0.87
N -2.662 2.309 1.050 -0.12
C -3.400 2.458 2.324 0.37
C -2.494 2.735 3.498 0.23
C -1.459 1.854 3.801 0.63
C -0.637 2.090 4.889 -1.20
C -0.849 3.203 5.696 -0.75
C -1.883 4.078 5.403 -0.57
C -2.698 3.847 4.302 -1.05
C -2.652 0.668 -0.778 0.54
C -3.504 0.960 -1.831 -0.23
C -3.197 0.493 -3.093 -1.19
C -2.055 -0.269 -3.251 -0.56
C -1.267 -0.553 -2.145 0.62
N -1.553 -0.080 -0.918 0.15
C -0.084 -1.428 -2.338 -0.77
N 0.430 -2.204 -1.489 0.04
C 1.567 -2.868 -2.138 -0.36
C 1.569 -2.277 -3.573 -0.64
O 0.423 -1.393 -3.595 -0.42
C 2.876 -2.638 -1.418 -0.32
C 3.021 -1.637 -0.468 0.62
C 4.261 -1.401 0.111 -1.04
C 5.360 -2.164 -0.250 -0.66
C 5.216 -3.179 -1.187 -0.68
C 3.979 -3.416 -1.765 -0.47
H -3.785 0.514 3.276 0.28
H -5.248 1.252 2.571 0.31
H -4.085 3.300 2.205 0.66
H -1.269 0.987 3.175 0.16
H 0.171 1.399 5.094 0.48
H -0.209 3.386 6.549 0.43
H -2.050 4.949 6.023 0.38
H -3.498 4.540 4.065 0.38
H -4.380 1.566 -1.646 0.65
H -3.832 0.719 -3.939 0.46
H -1.760 -0.659 -4.214 0.62
H 1.363 -3.941 -2.157 0.75
H 1.435 -3.021 -4.355 0.31
H 2.456 -1.679 -3.774 0.42
H 2.161 -1.056 -0.161 0.46
H 4.355 -0.626 0.862 0.43
H 6.323 -1.982 0.209 0.43
H 6.066 -3.790 -1.464 0.42
H 3.868 -4.214 -2.493 0.45
C 3.531 -3.684 2.719 -1.50
C 2.254 -4.516 2.738 2.08
C 2.544 -5.941 3.188 -2.08
C 1.595 -4.529 1.362 -1.42
O 1.383 -3.961 3.735 -0.13
Si 0.154 -2.888 3.604 0.07
S 0.775 -1.064 2.709 -0.84
O -1.050 -3.690 2.834 -0.95
C -2.292 -3.239 2.308 1.70
C -2.040 -2.817 0.859 -0.59
C -2.864 -2.098 3.140 -0.98
C -3.236 -4.432 2.347 -2.01
O -0.370 -2.608 5.126 0.05
C 0.334 -2.365 6.351 1.96
C 1.621 -1.585 6.101 -1.18
C -0.616 -1.553 7.218 -1.79
C 0.643 -3.712 6.995 -1.67
H 4.229 -4.069 1.972 0.45
H 4.010 -3.718 3.700 0.37
H 3.298 -2.649 2.477 0.11
H 3.239 -6.428 2.501 0.38
H 1.620 -6.520 3.223 0.43
H 2.987 -5.934 4.185 0.38
H 2.278 -4.971 0.634 0.67
H 1.363 -3.513 1.033 -0.17
H 0.673 -5.113 1.387 0.39
H -0.987 -2.462 0.770 -0.94
H -2.779 -2.101 0.501 0.39
H -2.028 -3.679 0.189 0.38
H -2.231 -1.211 3.070 -0.46
H -2.924 -2.399 4.186 0.33
H -3.861 -1.845 2.775 0.67
H -2.784 -5.280 1.831 0.44
H -4.184 -4.188 1.863 0.36
H -3.432 -4.720 3.380 0.44
H 1.406 -0.639 5.601 0.00
H 2.302 -2.159 5.469 0.14
H 2.124 -1.378 7.047 0.55
H -0.859 -0.611 6.724 0.31
H -0.165 -1.337 8.189 0.43
H -1.542 -2.107 7.379 0.35
H 1.297 -4.294 6.346 0.13
H -0.281 -4.272 7.150 0.33
H 1.133 -3.571 7.961 0.47
C 2.169 1.367 -2.022 -1.03
Ge 0.983 2.268 -0.745 0.52
C 1.965 3.811 -0.030 -1.41
C -0.544 2.980 -1.752 -1.23
C 0.530 1.223 0.851 -1.87
H 2.517 2.099 -2.754 0.52
H 1.662 0.570 -2.567 0.16
H 3.039 0.943 -1.522 0.24
H 2.279 4.478 -0.834 0.41
H 2.853 3.483 0.512 0.36
H 1.334 4.373 0.660 0.38
H -0.208 3.846 -2.327 0.53
H -1.331 3.299 -1.069 0.33
H -0.948 2.253 -2.457 0.31
H -0.070 1.892 1.472 0.22
H 1.478 1.082 1.379 0.89

---

49
Properties=species:S:1:pos:R:3:mulliken_charge:R:1 method="wB97M-V/def2-TZVPD" e_homo_ev=-9.3 orbital_gap_ev=9.8 total_charge=0 e_above_lowest_kj_mol=0.0 total_energy_ev=-46217.12474
C -6.116 1.987 14.863 -1.41
C -6.272 0.880 15.903 0.45
C -7.134 1.265 17.107 -0.15
O -8.397 0.631 16.875 -0.24
C -8.303 -0.201 15.813 0.50
O -9.197 -0.875 15.417 -0.56
O -7.084 -0.127 15.252 -0.39
H -5.458 2.750 15.271 0.37
H -7.115 2.392 14.669 0.32
H -5.837 1.528 13.917 0.39
H -5.291 0.540 16.223 0.35
H -7.238 2.335 17.240 0.16
H -6.717 0.771 17.982 0.21
C -13.211 2.666 19.080 -1.48
C -11.896 2.124 19.626 0.47
C -10.881 1.785 18.496 -0.41
O -9.721 2.529 18.893 -0.17
C -9.942 3.227 20.015 0.53
O -9.107 3.851 20.589 -0.49
O -11.212 3.071 20.449 -0.38
H -13.114 3.632 18.580 0.36
H -13.826 2.792 19.974 0.37
H -13.699 2.033 18.341 0.38
H -12.146 1.289 20.280 0.24
H -11.247 2.131 17.537 0.35
H -10.664 0.723 18.553 0.24
C -5.041 3.542 23.823 -1.07
C -5.855 4.765 24.195 0.40
C -5.382 5.499 25.475 -0.43
O -5.120 6.829 25.070 -0.36
C -5.395 6.979 23.758 0.54
O -5.468 7.991 23.153 -0.52
O -5.512 5.750 23.199 -0.23
H -5.417 2.631 24.295 0.40
H -3.977 3.618 24.037 0.41
H -5.192 3.401 22.753 -0.01
H -6.923 4.554 24.180 0.30
H -4.457 5.064 25.850 0.29
H -6.151 5.471 26.245 0.30
C -6.086 2.071 20.668 -0.34
S -4.812 3.075 19.814 0.31
O -4.851 2.585 18.407 -0.53
C -5.871 4.532 19.852 -0.61
H -6.838 1.984 19.883 -0.39
H -6.576 2.598 21.477 0.40
H -5.669 1.102 20.926 0.40
H -6.160 4.688 20.897 0.10
H -6.750 4.415 19.229 0.23
H -5.305 5.457 19.723 0.41